# 1
{
  "formula": "C7H10S",
  "method": "wB97M-V/def2-TZVPD",
  "elements": ["C", "C", "C", "C", "C", "S", "C", "C", "H", "H", "H", "H", "H", "H", "H", "H", "H", "H"],
  "positions_angstrom": [[-2.1355, 0.2285, 0.7840], [-1.9093, -1.2064, 0.1343], [-0.7297, -1.3072, -0.5927], [0.4797, -0.4565, -0.4084], [1.6092, -1.3223, -0.0740], [3.1657, -0.8590, 0.4301], [0.4115, 0.9436, -0.3641], [1.7021, 1.6573, -0.1457], [-2.2168, 1.2423, 0.0701], [-2.8713, 0.3036, 1.5921], [-1.1127, 0.5128, 1.1740], [-2.7264, -1.9385, 0.1162], [-0.6042, -2.2125, -1.1927], [1.4355, -2.4363, -0.1974], [-0.4779, 1.4041, -0.9212], [1.5885, 2.8372, -0.2720], [2.3381, 1.1964, -1.0380], [2.0536, 1.4128, 0.9052]],
  "forces_ev_per_a": [[1.34, 1.24, -0.94], [1.50, 3.30, -1.44], [-2.34, -0.83, 1.25], [-1.22, 0.57, 0.54], [2.12, 0.37, 0.36], [-1.98, -1.22, -0.62], [0.31, -2.10, -2.13], [-0.28, 1.99, -0.85], [-0.64, -3.17, 1.37], [0.10, -0.20, -0.36], [-1.09, -0.41, 0.33], [0.56, 0.31, -0.12], [0.16, 0.12, 0.27], [0.08, 1.46, 0.11], [1.38, -0.52, 1.36], [0.29, -2.57, 0.22], [-0.46, 1.29, 2.28], [0.18, 0.38, -1.64]],
  "nbo_charge": [-0.666, -0.170, -0.210, -0.201, -0.252, -0.022, -0.056, -0.685, 0.208, 0.220, 0.227, 0.218, 0.207, 0.218, 0.226, 0.219, 0.259, 0.258],
  "e_tot_ev": -18252.4709,
  "smiles": "C/C=C\\C(C=S)=C\\C",
  "e_above_lowest_ev": 3.7448,
  "charge": 0,
  "e_homo_ha": -0.307
}


# 2
{
  "formula": "C4H6N2",
  "method": "wB97M-V/def2-TZVPD",
  "elements": ["C", "C", "C", "C", "H", "H", "H", "H", "H", "H", "N", "N"],
  "positions_angstrom": [[0.8116, -0.0184, 0.0805], [-0.0932, 1.1881, 0.2091], [-1.4908, 0.6006, -0.2075], [-1.3728, -0.7012, -0.1386], [2.4347, 0.8313, -0.4454], [-0.0911, 1.5374, 1.3357], [0.2366, 2.0799, -0.4386], [-2.3414, 1.2936, -0.4647], [-2.1175, -1.4854, -0.2501], [0.2759, -2.0666, -0.4407], [2.0899, -0.1193, -0.2323], [-0.0223, -1.1099, 0.3814]],
  "forces_ev_per_a": [[2.66, 0.16, -0.42], [-0.52, 1.82, 0.32], [0.76, 2.62, 0.21], [0.91, -1.16, 1.32], [-0.15, -0.55, 0.28], [-0.08, -0.60, -2.11], [-0.41, -1.36, 1.04], [0.94, -1.31, 0.33], [0.24, 0.20, -0.10], [-0.68, 3.61, 3.68], [-3.21, 0.68, 0.55], [-0.46, -4.10, -5.09]],
  "nbo_charge": [0.428, -0.520, -0.251, -0.038, 0.338, 0.244, 0.233, 0.234, 0.217, 0.379, -0.666, -0.597],
  "e_tot_ev": -7223.1495,
  "e_above_lowest_ev": 2.4415,
  "charge": 0,
  "e_homo_ha": -0.330
}


What did the second record say?
{
  "formula": "C4H6N2",
  "method": "wB97M-V/def2-TZVPD",
  "elements": ["C", "C", "C", "C", "H", "H", "H", "H", "H", "H", "N", "N"],
  "positions_angstrom": [[0.8116, -0.0184, 0.0805], [-0.0932, 1.1881, 0.2091], [-1.4908, 0.6006, -0.2075], [-1.3728, -0.7012, -0.1386], [2.4347, 0.8313, -0.4454], [-0.0911, 1.5374, 1.3357], [0.2366, 2.0799, -0.4386], [-2.3414, 1.2936, -0.4647], [-2.1175, -1.4854, -0.2501], [0.2759, -2.0666, -0.4407], [2.0899, -0.1193, -0.2323], [-0.0223, -1.1099, 0.3814]],
  "forces_ev_per_a": [[2.66, 0.16, -0.42], [-0.52, 1.82, 0.32], [0.76, 2.62, 0.21], [0.91, -1.16, 1.32], [-0.15, -0.55, 0.28], [-0.08, -0.60, -2.11], [-0.41, -1.36, 1.04], [0.94, -1.31, 0.33], [0.24, 0.20, -0.10], [-0.68, 3.61, 3.68], [-3.21, 0.68, 0.55], [-0.46, -4.10, -5.09]],
  "nbo_charge": [0.428, -0.520, -0.251, -0.038, 0.338, 0.244, 0.233, 0.234, 0.217, 0.379, -0.666, -0.597],
  "e_tot_ev": -7223.1495,
  "e_above_lowest_ev": 2.4415,
  "charge": 0,
  "e_homo_ha": -0.330
}